Record 1
{
  "formula": "C10H18N3",
  "method": "ωB97M-V/def2-TZVPD",
  "relative_energy_kcal_mol": 75.0,
  "max_force_ev_per_a": 5.0,
  "total_charge": 1,
  "homo_ha": -0.4565,
  "e_lumo_ev": -2.7,
  "homo_lumo_gap_ev": 9.77,
  "symbols": ["C", "C", "C", "C", "C", "C", "C", "C", "C", "C", "N", "N", "N", "H", "H", "H", "H", "H", "H", "H", "H", "H", "H", "H", "H", "H", "H", "H", "H", "H", "H"],
  "coordinates": [[-1.754252, 2.339398, 0.227066], [-0.304900, 2.386646, -0.091824], [-2.065403, 1.006576, 0.160693], [-0.845975, 0.352488, 0.009743], [-3.328289, 0.308273, 0.113414], [-0.675683, -1.163108, 0.247079], [-3.210608, -0.953917, 0.939995], [-2.152751, -1.861260, 0.330665], [4.083783, -0.070243, -1.832302], [2.582841, -0.199628, 0.135156], [0.205921, 1.065222, -0.085867], [2.475458, -0.506401, 1.389421], [3.597023, -0.668999, -0.567559], [-2.335274, 3.208116, 0.298149], [0.275027, 3.061113, 0.464069], [-4.211943, 0.884654, 0.450946], [-3.545673, 0.097697, -0.934159], [-0.289137, -1.711231, -0.681949], [-0.091094, -1.474342, 1.091192], [-3.016908, -0.776222, 1.908587], [-4.151453, -1.416916, 0.815665], [-2.527307, -1.892113, -0.672626], [-2.227369, -2.904400, 0.629870], [4.699288, -0.768750, -2.491237], [3.355295, 0.176709, -2.472778], [4.848279, 0.762853, -1.669663], [1.710376, 0.426676, -0.205964], [1.643687, -0.314505, 1.842088], [3.184824, -0.941551, 1.837487], [-0.275515, 2.775847, -1.069901], [4.347732, -1.228689, -0.115468]],
  "atomic_forces_ev_per_a": [[1.0, -2.4, -0.6], [-0.6, 0.7, 0.6], [-0.9, 3.7, 0.0], [2.1, -4.3, 1.3], [-1.5, 0.1, 0.7], [-2.8, -2.0, -2.5], [0.0, -0.9, -3.3], [0.6, 1.3, -0.5], [4.6, -0.9, 1.0], [0.9, -0.4, -0.9], [-0.3, 0.9, -0.3], [-0.7, 0.8, -1.6], [1.5, 0.3, -0.7], [-1.0, 0.8, 0.1], [0.9, 0.9, 1.1], [0.7, 0.1, 0.0], [0.0, -0.4, -0.1], [0.1, 1.1, 1.3], [0.4, 0.4, 0.5], [0.4, 0.9, 3.6], [-1.1, -0.9, 0.4], [0.3, -0.3, -1.1], [0.6, 0.1, 0.6], [-0.8, 0.1, 1.4], [-3.1, 1.4, -1.8], [-1.5, -0.8, 0.1], [0.5, -0.2, -0.6], [-1.7, 0.6, 1.2], [2.4, -1.8, 2.0], [0.2, 0.6, -1.7], [-1.1, 0.5, -0.1]]
}

=====

Record 2
{
  "formula": "C2H4N2OS",
  "method": "ωB97M-V/def2-TZVPD",
  "relative_energy_kcal_mol": 28.3,
  "max_force_ev_per_a": 1.6,
  "homo_ha": -0.3599,
  "e_lumo_ev": 0.4,
  "homo_lumo_gap_ev": 10.24,
  "smiles": "[H]/N=C(/N)SC=O",
  "symbols": ["C", "C", "H", "H", "H", "H", "N", "N", "O", "S"],
  "coordinates": [[0.851107, -0.270367, 0.482490], [-1.159918, 0.856044, -1.285548], [-0.184735, -1.585417, 1.698553], [-1.063086, -0.751679, 0.486267], [2.609052, 0.523195, 0.654462], [-1.332071, 1.480693, -2.144083], [-0.183449, -1.137200, 0.776106], [1.974728, -0.165529, 1.073237], [-2.107797, 0.371110, -0.685858], [0.596170, 0.679150, -1.055625]],
  "atomic_forces_ev_per_a": [[0.6, -0.2, 0.1], [-0.8, -1.0, 0.9], [0.3, 0.5, -0.6], [-0.7, -0.2, -0.1], [-0.4, -0.4, 0.1], [0.0, 0.6, -0.7], [0.9, 0.3, 0.5], [-0.7, -0.1, -0.2], [1.5, 0.5, -0.4], [-0.6, 0.0, 0.3]]
}

=====

Record 3
{
  "formula": "C49H39BrIN4O5PSW",
  "method": "ωB97M-V/def2-TZVPD",
  "relative_energy_kcal_mol": 11.5,
  "max_force_ev_per_a": 0.8,
  "total_charge": 2,
  "homo_ha": [-0.4842, -0.4922],
  "e_lumo_ev": [-6.2, -6.3],
  "homo_lumo_gap_ev": [6.96, 7.10],
  "symbols": ["W", "O", "P", "C", "C", "C", "C", "C", "C", "C", "C", "C", "C", "C", "C", "C", "C", "C", "C", "C", "C", "H", "H", "H", "H", "H", "H", "H", "H", "H", "H", "H", "H", "H", "H", "H", "O", "C", "O", "C", "C", "C", "C", "S", "C", "C", "H", "H", "H", "H", "H", "Br", "C", "C", "C", "C", "C", "C", "I", "H", "H", "H", "H", "O", "C", "N", "C", "C", "O", "N", "C", "C", "C", "C", "C", "C", "C", "C", "C", "C", "C", "C", "H", "H", "H", "H", "H", "H", "H", "H", "H", "H", "H", "N", "C", "C", "C", "N", "H", "H", "H", "H"],
  "coordinates": [[1.169770, -0.522486, 0.270098], [1.004283, 1.422900, 0.065015], [2.096877, 2.522058, -0.229735], [1.388254, 4.072351, 0.256841], [1.760954, 5.238988, -0.410818], [1.275616, 6.460830, 0.028522], [0.421533, 6.513222, 1.120734], [0.046449, 5.349605, 1.782826], [0.532922, 4.126022, 1.359264], [3.460211, 2.092133, 0.852234], [3.158876, 1.214095, 1.898706], [4.102748, 0.911935, 2.868808], [5.361023, 1.487371, 2.796849], [5.669108, 2.363506, 1.763414], [4.722740, 2.681060, 0.800945], [2.477582, 2.571085, -1.960653], [3.768829, 2.512990, -2.475269], [3.962230, 2.617063, -3.845507], [2.875128, 2.763134, -4.693746], [1.582945, 2.813100, -4.180863], [1.381777, 2.728834, -2.816365], [2.414574, 5.194909, -1.273420], [1.558037, 7.369390, -0.485136], [0.041129, 7.467775, 1.458942], [-0.624150, 5.400408, 2.629764], [0.240730, 3.217804, 1.872877], [2.134005, 0.864601, 2.052729], [3.848919, 0.235799, 3.674383], [6.111399, 1.257010, 3.541447], [6.655046, 2.806132, 1.713767], [4.970240, 3.408090, 0.038404], [4.620992, 2.366090, -1.827279], [4.965400, 2.583260, -4.249330], [3.032548, 2.842857, -5.761134], [0.738178, 2.930073, -4.845920], [0.376883, 2.789023, -2.414345], [9.414913, -0.273212, -1.274046], [8.488383, -0.246518, -0.303863], [8.771445, 0.087226, 0.811645], [7.065623, -0.523763, -0.692418], [6.528369, -0.145587, -1.917217], [5.165265, -0.267120, -2.144583], [4.336073, -0.759421, -1.141241], [2.593762, -0.855464, -1.484014], [4.886449, -1.216251, 0.051527], [6.242830, -1.084783, 0.276957], [9.067620, -0.663100, -2.085153], [7.156901, 0.288269, -2.686467], [4.739208, 0.038930, -3.091624], [4.254747, -1.647803, 0.813918], [6.681477, -1.389771, 1.217779], [-4.045435, 0.761001, 0.925306], [-3.572132, -1.063140, 0.857278], [-4.460166, -1.956808, 0.271517], [-4.165992, -3.310747, 0.234839], [-2.993574, -3.791596, 0.801146], [-2.104636, -2.907017, 1.389603], [-2.387505, -1.547938, 1.394420], [-0.960056, -0.284312, 2.275736], [-5.386766, -1.583888, -0.142569], [-4.870721, -3.992968, -0.221099], [-2.768090, -4.850445, 0.802779], [-1.205582, -3.281716, 1.859306], [1.991044, -1.731638, 1.799881], [1.619604, -2.838437, 1.267161], [1.915225, -4.089730, 1.535772], [1.343790, -4.953765, 0.469851], [0.746572, -3.867887, -0.463233], [0.263088, -4.045155, -1.554163], [0.819678, -2.665032, 0.204637], [0.175546, -5.794357, 0.970904], [-0.471890, -6.627193, 0.059875], [-1.568418, -7.371278, 0.460616], [-2.028742, -7.290659, 1.770334], [-1.387782, -6.461668, 2.675912], [-0.287416, -5.710341, 2.277164], [2.463580, -5.734425, -0.195621], [2.746590, -7.030934, 0.218145], [3.827439, -7.711344, -0.324224], [4.624187, -7.102079, -1.281974], [4.345228, -5.806330, -1.694420], [3.269320, -5.122156, -1.152026], [2.625089, -4.392974, 2.185262], [-0.113201, -6.693165, -0.959621], [-2.061626, -8.022529, -0.248588], [-2.879707, -7.880481, 2.083585], [-1.735210, -6.400792, 3.698605], [0.204276, -5.069921, 2.998310], [2.117820, -7.516185, 0.954044], [4.041408, -8.721572, -0.002589], [5.460158, -7.638219, -1.710611], [4.960662, -5.331644, -2.447148], [3.057666, -4.112683, -1.490436], [-0.615111, -1.485787, -2.110020], [-1.628531, -1.144739, -2.907276], [-2.088774, 0.095210, -2.505083], [-1.296541, 0.430210, -1.415892], [-0.401342, -0.537401, -1.175499], [-0.174322, -2.411966, -2.040442], [-1.958940, -1.809356, -3.688186], [-2.894310, 0.667176, -2.930103], [-1.319103, 1.311149, -0.797620]],
  "atomic_forces_ev_per_a": [[0.2, -0.1, -0.7], [0.1, 0.1, 0.1], [-0.1, 0.0, 0.2], [0.0, 0.0, -0.1], [0.0, 0.0, 0.0], [0.0, 0.0, 0.0], [0.0, 0.0, 0.0], [0.0, 0.0, 0.0], [0.0, 0.0, 0.0], [-0.1, -0.1, 0.1], [0.0, 0.1, 0.0], [0.0, -0.1, -0.1], [0.1, -0.1, -0.1], [0.0, 0.0, 0.0], [0.0, 0.1, 0.0], [0.0, 0.0, 0.0], [0.0, 0.0, 0.0], [0.0, 0.0, 0.0], [0.0, 0.0, 0.0], [0.0, 0.0, 0.0], [0.0, 0.0, 0.0], [0.0, 0.0, 0.0], [0.0, 0.0, 0.0], [0.0, 0.0, 0.0], [0.0, 0.0, 0.0], [0.0, 0.0, 0.0], [0.1, -0.1, 0.0], [0.0, 0.0, 0.0], [0.0, 0.0, 0.0], [0.0, 0.0, 0.0], [0.0, 0.0, 0.0], [0.0, 0.0, 0.0], [0.0, 0.0, 0.0], [0.0, 0.0, 0.0], [0.0, 0.0, 0.0], [0.0, 0.0, 0.0], [0.0, -0.1, 0.0], [0.0, 0.5, 0.0], [0.0, -0.2, 0.0], [0.0, -0.1, 0.0], [0.0, 0.0, 0.0], [0.0, -0.1, 0.0], [0.0, 0.0, 0.0], [0.0, -0.1, 0.0], [0.0, 0.1, 0.1], [0.0, 0.1, 0.1], [0.0, 0.0, 0.0], [0.0, 0.0, 0.0], [0.0, 0.0, 0.0], [0.0, 0.0, 0.1], [0.0, 0.0, 0.0], [0.0, 0.0, 0.0], [0.0, 0.0, 0.0], [0.0, 0.0, 0.0], [0.0, 0.0, 0.0], [0.0, 0.0, 0.0], [0.0, 0.0, 0.0], [0.0, 0.0, 0.0], [-0.1, 0.0, 0.1], [0.0, 0.0, 0.0], [0.0, 0.0, 0.0], [0.0, 0.0, 0.0], [-0.1, 0.0, 0.0], [0.1, -0.1, 0.1], [0.0, 0.1, 0.1], [0.0, 0.0, 0.0], [0.1, 0.0, 0.0], [-0.2, 0.0, 0.1], [0.1, 0.0, 0.0], [-0.2, 0.0, 0.0], [0.0, 0.0, 0.0], [0.0, 0.0, 0.0], [0.0, 0.0, 0.0], [0.0, 0.0, 0.0], [0.0, 0.0, 0.0], [0.0, -0.1, 0.0], [0.0, 0.0, 0.0], [0.0, 0.0, 0.0], [0.0, 0.0, 0.0], [0.0, 0.0, 0.0], [0.0, 0.0, 0.0], [0.0, 0.0, 0.0], [0.0, 0.0, 0.0], [0.0, 0.0, 0.0], [0.0, 0.0, 0.0], [0.0, 0.0, 0.0], [0.0, 0.0, 0.0], [0.0, 0.0, 0.0], [0.0, 0.0, 0.0], [0.0, 0.0, 0.0], [0.0, 0.0, 0.0], [0.0, 0.0, 0.0], [0.0, 0.0, 0.0], [0.0, 0.1, 0.0], [0.0, 0.0, 0.0], [0.0, 0.0, 0.0], [0.0, 0.0, 0.0], [-0.1, -0.1, 0.0], [0.0, -0.1, 0.0], [0.0, 0.0, 0.0], [0.0, 0.0, 0.0], [0.0, 0.0, 0.0]]
}